{"formula": "C47H52BBr2ClCsN11O6S", "method": "ωB97M-V with the def2-TZVPD basis set", "symbols": ["Cs", "Br", "C", "C", "C", "N", "C", "C", "C", "C", "C", "Br", "C", "C", "N", "H", "H", "H", "H", "H", "H", "O", "C", "C", "C", "C", "C", "C", "N", "H", "H", "H", "H", "H", "H", "H", "C", "C", "C", "C", "C", "C", "C", "S", "O", "O", "N", "C", "C", "O", "O", "H", "H", "H", "H", "H", "H", "H", "H", "H", "B", "N", "C", "C", "C", "N", "N", "C", "C", "C", "N", "H", "H", "H", "H", "H", "H", "H", "H", "C", "C", "C", "C", "C", "O", "C", "C", "C", "C", "C", "C", "Cl", "C", "C", "C", "N", "C", "N", "C", "N", "H", "H", "H", "H", "H", "H", "H", "H", "H", "H", "H", "H", "H", "H", "H", "H", "H", "H", "H", "H", "H", "H"], "xyz": [[0.298785, -0.080010, 0.444100], [7.499641, -0.198461, -2.014479], [5.627744, -0.477208, -1.841559], [5.138101, -1.268329, -0.823745], [3.757496, -1.433182, -0.750067], [2.921983, -0.855341, -1.599581], [3.405534, -0.091432, -2.570818], [4.771531, 0.131658, -2.741713], [2.369787, 0.560273, -3.437003], [2.711449, 1.345927, -4.540029], [1.686311, 1.955518, -5.234674], [2.092711, 3.037947, -6.739316], [0.372820, 1.788855, -4.840629], [0.145671, 0.978916, -3.736068], [1.108396, 0.375684, -3.060435], [5.785694, -1.745426, -0.102363], [3.311959, -2.042013, 0.029546], [5.167091, 0.763204, -3.522017], [3.734900, 1.487387, -4.850576], [-0.443726, 2.272828, -5.356496], [-0.859946, 0.822903, -3.363672], [-2.035631, 2.849256, -1.256302], [-1.494809, 4.128202, -1.257838], [0.020513, 4.163998, -1.288768], [0.662302, 5.401568, -1.228760], [2.041801, 5.441547, -1.194254], [2.739152, 4.242912, -1.208327], [2.012121, 3.067600, -1.272632], [0.683311, 3.016573, -1.334020], [-1.752878, 2.416250, -0.377864], [-1.811457, 4.694333, -0.368733], [-1.879963, 4.666497, -2.133692], [0.071402, 6.309287, -1.184466], [2.565452, 6.388368, -1.133387], [3.817993, 4.208588, -1.141411], [2.522183, 2.112271, -1.245824], [6.272406, 0.328753, 6.130845], [5.119976, 0.725239, 5.246685], [4.825397, 0.019203, 4.088110], [3.759580, 0.384667, 3.275157], [2.964631, 1.460879, 3.626287], [3.241278, 2.175116, 4.785966], [4.312482, 1.811414, 5.583939], [1.553021, 1.931195, 2.629346], [1.342334, 3.348347, 2.905214], [2.028906, 1.632676, 1.269302], [0.436429, 0.985733, 3.101208], [-0.904170, 1.500365, 3.311854], [-1.785191, 1.612246, 2.049085], [-2.987439, 1.308138, 2.104539], [-1.174811, 2.002263, 1.010363], [6.818873, -0.515023, 5.709517], [5.921552, 0.036348, 7.123306], [6.977483, 1.152781, 6.265738], [5.429922, -0.837816, 3.812346], [3.540903, -0.178888, 2.376412], [2.614908, 3.021570, 5.035556], [4.530693, 2.380010, 6.482697], [-0.878463, 2.507674, 3.751856], [-1.414614, 0.841386, 4.018234], [2.624056, -4.741123, 0.676632], [1.639654, -4.574287, -0.531969], [1.146152, -5.529618, -1.336794], [0.318004, -4.935143, -2.270810], [0.369240, -3.573547, -1.935488], [1.159750, -3.368789, -0.889442], [2.036084, -4.007336, 1.900192], [0.976069, -4.391431, 2.631356], [0.637580, -3.366805, 3.489226], [1.575014, -2.362446, 3.194654], [2.407836, -2.754810, 2.234905], [2.685883, -5.936030, 0.900124], [3.709335, -4.270933, 0.421262], [1.421835, -6.560050, -1.180597], [-0.236798, -5.412358, -3.061626], [-0.120361, -2.729133, -2.398822], [0.542316, -5.367294, 2.480316], [-0.159776, -3.339323, 4.212907], [1.651964, -1.375177, 3.624032], [-7.340623, 2.985059, -0.665968], [-6.140776, 2.145512, -1.141214], [-5.312662, 1.833137, 0.107207], [-5.313681, 3.005626, -2.102471], [-6.640091, 0.865139, -1.871026], [-7.575853, 1.256088, -2.919209], [-7.415824, -0.151704, -1.005517], [-6.704545, -1.048598, 0.033617], [-6.769380, -0.579095, 1.463877], [-5.596672, -0.329656, 2.160043], [-5.620917, 0.157293, 3.457476], [-6.841718, 0.349066, 4.075183], [-6.901233, 0.956203, 5.719566], [-8.034726, 0.076664, 3.422044], [-7.987114, -0.383328, 2.113477], [-5.586794, 0.179186, -2.768130], [-4.399638, -0.383320, -2.160819], [-3.215499, 0.190587, -1.871869], [-2.352296, -0.721903, -1.464255], [-3.085655, -1.862264, -1.519753], [-4.315218, -1.721952, -1.962810], [-6.962869, 3.822254, -0.076336], [-8.007657, 2.415969, -0.014792], [-7.914529, 3.414094, -1.491214], [-4.783566, 2.731295, 0.431041], [-4.542673, 1.075900, -0.017233], [-5.954481, 1.521413, 0.928136], [-5.146684, 3.984267, -1.645196], [-5.829859, 3.152697, -3.052622], [-4.322258, 2.585657, -2.281395], [-8.363373, 1.596371, -2.484919], [-7.899316, -0.799519, -1.741219], [-8.234329, 0.379675, -0.508762], [-5.676507, -1.251200, -0.240004], [-7.201971, -2.023839, -0.004545], [-4.627359, -0.420691, 1.693822], [-4.683057, 0.390010, 3.939295], [-8.977006, 0.234512, 3.928359], [-8.916137, -0.584674, 1.589042], [-5.287503, 0.880333, -3.544947], [-6.093057, -0.651147, -3.256117], [-3.014919, 1.247258, -1.958893], [-2.683316, -2.828432, -1.260203]], "forces_ev_per_angstrom": [[-0.146, -2.573, -1.745], [0.025, 0.000, -0.002], [-0.117, -0.016, 0.025], [0.056, -0.039, 0.025], [0.026, 0.059, -0.001], [-0.006, 0.061, 0.040], [0.035, 0.036, -0.017], [-0.040, -0.052, 0.039], [0.022, 0.025, -0.065], [-0.041, -0.015, 0.027], [-0.077, -0.079, 0.122], [0.007, 0.026, -0.033], [0.001, 0.050, -0.070], [-0.011, 0.047, 0.010], [0.026, -0.036, -0.011], [0.009, -0.001, -0.012], [0.016, -0.022, 0.036], [-0.015, 0.015, -0.025], [0.026, -0.005, 0.015], [0.008, 0.006, -0.008], [-0.024, 0.016, -0.001], [-0.027, -0.137, 0.089], [-0.036, -0.048, -0.024], [0.066, 0.138, 0.024], [-0.003, -0.048, -0.004], [-0.005, 0.001, -0.003], [0.012, -0.021, -0.012], [0.068, -0.048, -0.005], [-0.038, 0.101, 0.020], [-0.146, 0.102, -0.092], [0.011, 0.007, -0.012], [0.014, -0.002, 0.013], [0.004, 0.016, 0.004], [0.006, 0.002, 0.001], [0.011, 0.012, 0.004], [0.003, 0.017, 0.015], [0.021, -0.015, 0.033], [-0.021, 0.037, 0.013], [0.005, -0.030, -0.006], [0.010, -0.050, -0.032], [-0.109, 0.029, 0.104], [0.024, -0.001, -0.040], [0.026, -0.025, -0.027], [0.304, 0.601, 0.173], [0.016, -0.062, -0.048], [0.845, 0.871, 0.683], [-0.064, 0.107, 0.228], [-0.016, 0.046, 0.211], [0.048, 0.045, 0.033], [-0.222, -0.087, 0.286], [-0.475, 0.911, 0.118], [-0.001, -0.007, -0.012], [0.006, -0.008, 0.014], [-0.008, 0.008, -0.013], [0.005, -0.011, 0.001], [0.000, -0.008, 0.005], [-0.007, 0.004, 0.000], [0.000, -0.002, 0.015], [-0.058, 0.011, -0.004], [-0.024, 0.036, -0.030], [-0.009, -0.115, -0.055], [-0.179, 0.152, -0.012], [0.095, -0.110, 0.050], [-0.016, -0.043, -0.023], [0.006, 0.097, 0.034], [0.141, -0.036, 0.125], [-0.033, 0.118, -0.044], [-0.002, -0.126, 0.016], [0.009, 0.032, 0.017], [0.023, -0.052, -0.025], [-0.004, 0.094, 0.035], [0.001, -0.049, 0.009], [0.031, 0.017, -0.028], [-0.015, -0.016, -0.023], [-0.003, -0.005, -0.005], [-0.012, 0.006, -0.019], [-0.023, 0.004, 0.004], [-0.009, -0.002, -0.008], [0.000, 0.022, -0.022], [0.052, 0.010, -0.044], [-0.043, -0.002, 0.008], [-0.017, 0.239, -0.042], [0.068, 0.078, 0.040], [-0.159, 0.034, -0.212], [0.134, 0.009, 0.166], [0.073, -0.077, -0.013], [-0.337, -0.085, 0.055], [-0.026, -0.202, 0.005], [-0.016, -0.037, 0.400], [0.015, -0.146, 0.092], [-0.084, 0.021, 0.077], [0.003, -0.030, -0.081], [0.101, 0.040, -0.044], [0.066, 0.017, -0.034], [-0.102, -0.046, 0.091], [0.175, 0.080, -0.207], [-0.019, -0.301, -0.096], [-0.404, 0.102, -0.023], [0.233, -0.289, -0.138], [0.117, 0.081, 0.128], [0.016, -0.013, 0.014], [-0.013, 0.002, -0.003], [-0.012, -0.032, -0.051], [0.010, -0.019, -0.007], [-0.059, 0.081, -0.038], [0.084, 0.240, -0.172], [0.018, -0.027, -0.021], [-0.027, -0.001, -0.037], [-0.179, 0.168, -0.006], [-0.012, 0.032, 0.030], [0.050, -0.033, 0.000], [0.025, 0.023, 0.011], [0.030, 0.080, 0.014], [0.019, 0.017, -0.052], [0.065, -0.063, -0.096], [0.013, 0.090, 0.063], [-0.017, -0.009, 0.006], [0.006, -0.005, 0.007], [-0.007, 0.044, 0.061], [0.025, -0.019, -0.032], [0.082, -0.011, 0.053], [0.025, -0.024, 0.029]], "lowdin_charge": [1.18, 0.70, -0.67, -0.08, -0.10, 0.12, -0.22, -0.07, -0.22, -0.07, -0.68, 0.71, -0.10, -0.11, 0.14, 0.11, 0.06, 0.09, 0.09, 0.10, 0.10, -0.14, -0.22, -0.24, -0.04, -0.08, -0.06, -0.14, 0.15, 0.04, 0.13, 0.12, 0.11, 0.10, 0.10, 0.09, -0.07, -0.29, -0.04, -0.06, -0.26, -0.06, -0.06, 0.47, -0.34, -0.62, -0.32, -0.23, -0.70, -0.01, -0.29, 0.07, 0.07, 0.07, 0.11, 0.10, 0.11, 0.10, 0.11, 0.10, -0.45, -0.10, -0.14, -0.11, -0.20, 0.06, -0.11, -0.12, -0.09, -0.20, 0.06, 0.05, 0.05, 0.10, 0.07, 0.08, 0.11, 0.08, 0.07, -0.05, -0.49, -0.02, -0.04, -0.41, -0.04, -0.09, -0.12, -0.25, -0.05, -0.08, -0.66, 0.61, -0.12, -0.05, -0.05, -0.11, -0.15, 0.08, -0.21, 0.09, 0.09, 0.08, 0.08, 0.10, 0.07, 0.07, 0.09, 0.09, 0.06, 0.08, 0.12, 0.10, 0.08, 0.12, 0.11, 0.11, 0.09, 0.11, 0.13, 0.13, 0.09, 0.11], "largest_force_ev_per_a": 3.112, "de_lowest_kj_mol": 18.54, "homo_ev": -2.82, "charge": -2, "gap_ev": 6.074, "total_energy_ha": -8927.52832}